68
Properties=species:S:1:pos:R:3:forces:R:3 method="wB97M-V/def2-TZVPD" homo_energy_ha="-0.02147 / -0.10727" gap_ev="3.879 / 6.214" lumo_ha="0.1211 / 0.1211" relative_energy_kcal_mol=0.0 charge=-2 spin_multiplicity=4
V 1.166 0.403 -0.150 -0.43 0.51 0.52
I 1.615 -2.215 -1.695 0.36 0.20 0.24
C 3.620 -2.163 -1.023 -0.13 0.60 0.27
C 4.482 -3.116 -1.472 -0.02 -0.23 -0.39
C 5.826 -3.151 -1.025 -0.59 -0.15 -0.09
C 6.227 -2.276 -0.078 -0.18 0.86 0.53
C 5.365 -1.250 0.428 -0.40 -0.28 -0.59
C 5.831 -0.338 1.406 -0.54 0.02 -0.12
C 4.972 0.626 1.865 0.45 -0.26 -0.42
C 3.701 0.774 1.297 -0.53 0.19 0.15
C 3.170 -0.045 0.319 0.58 -0.24 -0.37
C 4.019 -1.129 -0.097 0.43 -0.19 0.17
H 4.145 -3.851 -2.200 0.04 0.11 0.17
H 6.493 -3.900 -1.417 0.17 -0.18 -0.06
H 7.220 -2.300 0.330 0.42 -0.11 0.05
H 6.849 -0.394 1.771 0.05 -0.17 0.03
H 5.300 1.316 2.621 0.06 0.22 0.27
H 3.067 1.571 1.673 0.09 0.08 -0.02
O -1.295 -1.811 -2.304 0.48 -0.14 0.15
C -2.474 -1.887 -2.551 -1.03 0.33 -0.43
C -3.617 -1.803 -1.645 -0.30 0.15 -0.47
C -4.865 -1.602 -2.245 0.63 -0.30 1.12
C -5.994 -1.380 -1.465 0.21 -0.41 -0.02
C -5.877 -1.260 -0.043 0.04 -0.09 -0.63
C -4.680 -1.501 0.544 -0.89 0.41 0.52
C -3.510 -1.919 -0.192 0.33 -0.08 -0.08
O -2.527 -2.366 0.394 0.40 -0.06 0.06
N -7.272 -1.513 -2.071 0.86 0.56 -0.09
O -8.257 -1.307 -1.392 -1.13 0.11 0.78
O -7.349 -1.810 -3.256 0.00 -0.21 -0.63
H -2.820 -1.939 -3.624 0.25 -0.07 0.28
H -4.950 -1.654 -3.311 -0.09 0.01 -0.43
H -6.759 -0.993 0.525 0.06 -0.10 0.01
H -4.603 -1.430 1.626 0.19 -0.05 -0.11
I 2.566 -2.461 3.431 0.01 -0.04 -0.14
C 0.879 -1.263 3.580 -0.23 0.18 0.09
C 0.347 -0.978 4.842 -0.12 0.25 0.75
C -0.701 -0.116 5.016 -0.34 0.20 0.35
I -1.058 0.650 6.963 -0.07 -0.32 -0.20
C -1.412 0.442 3.919 0.20 0.81 1.16
C -2.474 1.398 3.962 0.36 -1.01 -0.85
C -2.993 1.773 2.744 -0.99 0.79 1.19
C -2.482 1.321 1.533 0.93 -0.10 0.64
N -1.390 0.597 1.533 -0.80 0.12 -1.74
C -0.877 0.145 2.669 0.78 -0.37 -0.77
C 0.336 -0.654 2.459 -0.50 -0.29 0.27
O 0.795 -0.817 1.280 0.07 -0.64 0.24
H 0.785 -1.397 5.743 0.21 0.01 -0.24
H -2.906 1.756 4.893 0.24 -0.09 -0.16
H -3.816 2.478 2.756 -0.10 -0.04 -0.18
H -2.916 1.640 0.601 0.01 -0.07 -0.30
C 0.223 3.132 0.393 -0.18 -0.62 -0.68
O 1.048 2.052 0.707 0.50 -0.40 -0.21
H 0.811 3.962 -0.010 -0.01 0.03 -0.12
H -0.269 3.463 1.290 -0.41 0.35 0.60
H -0.576 2.872 -0.342 0.43 0.20 0.28
N -1.913 2.574 -5.565 -1.01 0.06 -0.72
C -1.148 2.427 -4.725 0.25 0.22 0.09
C -0.054 2.356 -3.849 0.18 -0.35 -0.40
C 1.178 2.948 -4.248 0.70 0.18 0.51
C 2.248 2.819 -3.351 0.18 0.45 -0.49
C 2.155 2.054 -2.244 -0.06 -0.91 0.86
N 1.009 1.256 -2.014 0.10 0.54 -0.10
C -0.067 1.502 -2.799 0.19 -0.97 1.42
H 1.279 3.455 -5.174 -0.02 0.45 -0.58
H 3.176 3.344 -3.521 0.14 0.12 -0.12
H 2.949 1.952 -1.482 -0.47 0.16 -0.65
H -0.955 0.933 -2.533 0.00 0.09 -0.16

***

42
Properties=species:S:1:pos:R:3:forces:R:3 method="wB97M-V/def2-TZVPD" homo_energy_ha="-0.01958 / -0.07183" gap_ev="4.746 / 6.164" lumo_ha="0.1548 / 0.1547" relative_energy_kcal_mol=0.0 charge=-2 spin_multiplicity=5
Cr 0.540 0.163 0.324 0.32 1.69 0.35
C 4.394 2.377 0.040 0.17 0.12 -0.73
C 2.878 2.291 -0.241 0.00 -0.08 1.03
O 2.362 1.147 0.009 -0.32 -0.43 -0.10
O 2.322 3.336 -0.537 -0.28 0.20 -0.62
H 4.743 3.360 -0.283 -0.07 0.10 0.21
H 4.978 1.656 -0.545 -0.18 -0.27 0.35
H 4.561 2.255 1.109 0.10 -0.18 -0.01
C -2.921 1.470 -1.850 -0.02 -0.34 -0.70
C -1.768 2.221 -1.144 0.02 -0.01 -0.19
O -1.791 3.447 -1.234 -0.06 0.33 0.01
O -0.923 1.470 -0.601 0.02 -0.18 -0.07
H -3.484 0.838 -1.156 -0.08 0.42 0.00
H -2.486 0.826 -2.630 0.05 -0.09 0.24
H -3.584 2.151 -2.386 -0.17 0.11 0.29
C -0.441 1.696 4.506 1.48 0.02 0.92
C 0.017 2.016 3.073 -0.87 -0.13 -0.48
O 0.160 3.212 2.825 0.30 0.23 0.03
O 0.124 1.022 2.292 0.18 -0.37 0.04
H -0.461 0.633 4.761 -0.60 0.02 -0.32
H -1.306 2.282 4.805 -0.33 -0.26 -0.19
H 0.372 2.079 5.150 -0.18 0.08 -0.12
N 1.713 -2.736 1.614 0.21 0.56 0.76
O 0.777 -3.334 2.216 -0.26 0.17 -0.60
O 1.579 -1.549 1.226 0.13 -1.09 0.17
O 2.812 -3.293 1.497 -0.06 -0.20 -0.29
C 0.728 -1.368 -2.625 -0.50 0.22 0.80
O 1.049 -0.763 -1.624 0.27 -0.33 -0.91
N 0.368 -2.695 -2.571 -0.12 -0.27 -0.43
N 0.569 -0.743 -3.855 0.10 -0.62 -0.29
H 0.211 -3.270 -3.377 0.02 0.24 -0.17
H 0.314 -3.179 -1.692 0.20 0.44 0.28
H 0.364 -1.331 -4.646 0.05 -0.04 0.03
H 1.193 0.014 -4.078 -0.05 0.21 0.44
C -2.098 -1.945 0.232 -0.40 0.17 -0.15
O -1.135 -1.208 0.257 0.31 -0.06 0.09
N -3.155 -1.649 -0.597 0.43 0.23 -0.11
N -2.176 -3.064 0.990 0.27 -0.18 0.13
H -4.008 -2.153 -0.720 0.01 -0.26 0.26
H -3.035 -0.774 -1.085 -0.06 -0.15 -0.02
H -1.361 -3.272 1.569 -0.10 0.06 -0.08
H -2.997 -3.637 0.981 0.07 -0.08 0.12

***

30
Properties=species:S:1:pos:R:3:forces:R:3 method="wB97M-V/def2-TZVPD" homo_energy_ha=-0.31747 gap_ev=8.129 lumo_ha=-0.0187 relative_energy_kcal_mol=264.4 charge=0
C 0.542 0.048 3.853 0.97 1.81 4.86
O 0.629 0.047 5.093 -0.03 -0.85 -0.73
N -0.084 -0.753 3.073 -4.45 -4.17 1.96
N 1.062 0.907 3.060 3.50 5.41 0.23
H -0.525 -1.542 3.523 -0.57 0.74 0.44
H -0.387 -0.414 2.171 -0.35 0.61 1.74
H 1.839 1.437 3.427 -0.35 0.23 -0.09
H 0.956 0.722 2.073 0.77 0.50 -0.31
C -0.422 -1.515 -2.646 1.53 -2.87 1.38
O -0.321 -2.647 -3.037 -0.42 -2.85 -2.34
N -0.799 -0.530 -3.432 -1.30 2.19 -1.27
N -0.030 -1.259 -1.420 -0.29 -4.56 -0.38
H -0.732 0.413 -3.075 -0.38 -0.64 -1.28
H -0.984 -0.803 -4.386 -0.08 0.50 0.23
H -0.087 -0.299 -1.111 -0.69 -4.94 -2.39
H 0.421 -1.988 -0.885 -0.38 -0.17 -0.51
C -0.057 1.566 -1.478 -0.63 1.49 1.92
O 0.081 0.630 -0.699 -2.11 16.19 -5.49
N -0.943 2.500 -1.216 -1.38 0.85 0.18
N 0.662 1.725 -2.535 2.43 0.48 -2.25
H -1.126 3.195 -1.926 -0.49 0.09 0.65
H -1.530 2.289 -0.421 -0.31 0.58 -0.32
H 1.535 1.216 -2.543 -0.06 0.02 -0.55
H 0.517 2.545 -3.106 0.52 -0.25 -0.01
O 0.690 -0.104 0.946 2.64 -2.24 3.39
H 0.351 -0.928 1.296 1.90 -1.21 -0.77
H 0.283 -0.024 0.083 1.48 -2.29 4.33
O -0.305 -2.220 1.450 -1.07 -3.40 -1.92
H -0.093 -2.456 2.353 0.27 -0.53 -0.41
H -1.141 -1.757 1.514 -0.68 -0.71 -0.26

***

60
Properties=species:S:1:pos:R:3:forces:R:3 method="wB97M-V/def2-TZVPD" homo_energy_ha="-0.32442 / -0.40469" gap_ev="4.675 / 6.859" lumo_ha="-0.1526 / -0.1526" relative_energy_kcal_mol=83.9 charge=+1 spin_multiplicity=3
Pd 6.273 -19.112 4.628 0.14 0.05 0.26
C 8.572 -19.457 9.129 1.42 0.29 2.18
C 8.611 -20.664 8.219 2.09 -2.40 1.31
C 8.039 -20.317 6.950 -0.89 0.17 -1.63
N 7.572 -19.937 5.962 0.68 -0.38 1.77
H 8.535 -19.749 10.242 -0.02 0.22 -1.79
H 7.683 -18.869 8.930 0.21 0.50 0.04
H 9.568 -18.945 9.018 -1.41 0.25 0.02
H 8.114 -21.535 8.790 0.53 1.09 -1.64
H 9.745 -20.962 8.035 -2.41 0.34 0.29
C 2.650 -10.040 5.317 1.54 0.65 1.02
C 3.330 -10.895 6.207 -1.20 1.76 0.83
N 3.179 -12.191 6.184 -0.15 -1.33 0.00
C 2.452 -12.701 5.214 -0.06 -1.29 -2.90
C 1.989 -11.950 4.054 0.93 -0.19 1.02
C 2.148 -10.557 4.164 -1.88 0.17 -0.26
C 1.545 -12.422 2.758 -1.14 2.83 2.36
C 2.048 -13.544 2.165 1.39 -2.93 -1.62
C 3.363 -13.783 1.646 -1.18 0.52 -0.71
C 3.726 -15.085 1.297 0.43 -1.14 -1.46
C 4.931 -15.249 0.615 -0.76 0.45 -0.14
N 5.654 -14.190 0.253 1.58 -0.86 0.32
C 5.288 -13.012 0.718 0.03 2.00 0.08
N 4.155 -12.738 1.337 0.26 0.04 1.08
H 2.631 -8.976 5.564 0.14 -0.27 -0.41
H 3.798 -10.500 7.112 0.18 0.07 -0.47
H 2.345 -13.824 5.176 -0.03 1.25 0.25
H 1.678 -9.913 3.399 0.52 -0.34 0.40
H 0.755 -11.812 2.315 0.48 0.03 -0.37
H 1.393 -14.373 1.992 -0.43 -0.79 0.31
H 3.015 -15.915 1.170 0.21 0.38 1.07
H 5.258 -16.249 0.286 -0.11 0.60 0.02
H 5.940 -12.081 0.595 -0.69 -1.67 -0.34
C 6.004 -17.422 5.805 0.66 -0.36 -0.37
C 7.124 -16.489 5.356 0.82 -0.30 -0.38
C 8.147 -16.180 6.324 -1.52 -0.90 -2.13
C 9.159 -15.320 5.896 -0.25 -0.89 2.35
C 9.254 -14.914 4.598 1.10 1.07 -0.08
C 8.372 -15.267 3.623 -1.32 -0.97 0.65
C 7.287 -16.028 3.962 -1.50 -0.05 2.99
C 10.259 -13.947 4.288 1.73 0.89 0.32
N 11.139 -13.197 4.215 -0.99 -0.66 -0.22
H 4.949 -17.119 5.663 0.73 -0.07 -0.05
H 6.184 -17.898 6.815 -0.30 0.89 -1.03
H 8.073 -16.702 7.297 0.29 0.91 -0.48
H 9.846 -14.966 6.657 0.22 0.05 -0.33
H 8.450 -14.862 2.669 0.18 0.61 -1.57
H 6.407 -15.999 3.333 0.14 -0.74 -0.34
S 4.747 -18.773 2.959 -0.02 -0.14 -0.74
C 5.342 -19.827 1.699 -2.03 1.74 1.44
N 4.583 -20.051 0.628 0.69 -0.59 0.22
C 5.212 -21.003 -0.230 1.17 -1.77 -1.60
C 6.666 -21.249 0.358 -0.90 0.91 1.04
N 6.465 -20.492 1.673 2.15 -1.58 -0.26
H 3.734 -19.597 0.336 0.04 0.26 0.59
H 5.341 -20.543 -1.186 0.02 0.13 -0.88
H 4.636 -21.957 -0.419 0.52 1.00 0.66
H 7.530 -20.863 -0.206 -0.73 0.57 0.06
H 6.952 -22.285 0.492 -0.57 -0.32 0.49
H 7.098 -20.554 2.494 -0.75 0.21 -1.23